Computed, not measured: 5 unconnected molecules or ions with the total composition C35H79N5O5 at a distorted geometry, with ωB97M-V/def2-TZVPD.

Each line ends with the Mulliken charge.
Cartesian coordinates (Å):
C -2.112 1.537 5.791  -1.843
C -0.510 1.462 5.947  1.191
C 0.082 2.168 4.713  -1.776
C -0.134 2.187 7.217  -1.037
C 1.399 2.121 7.541  -0.721
C 1.848 0.699 7.735  -1.334
C 1.398 -0.280 6.583  1.663
C 2.416 -0.263 5.392  -1.799
C 1.208 -1.714 7.234  -1.972
N 0.049 0.032 6.041  0.353
O -0.443 -0.874 5.114  -0.460
H -2.516 0.993 4.938  0.412
H -2.621 1.166 6.681  0.399
H -2.522 2.519 5.553  0.396
H -0.214 1.753 3.750  0.422
H -0.288 3.193 4.693  0.414
H 1.169 2.090 4.722  0.338
H -0.393 3.239 7.100  0.472
H -0.700 1.749 8.039  0.339
H 2.014 2.642 6.807  0.297
H 1.648 2.817 8.343  0.466
H 1.556 0.348 8.724  0.444
H 2.912 0.740 7.969  0.475
H 3.072 -1.102 5.622  0.520
H 3.146 0.541 5.478  0.376
H 1.973 -0.396 4.405  0.250
H 1.048 -2.478 6.474  0.479
H 0.462 -1.884 8.010  0.394
H 2.175 -1.985 7.658  0.490
H -1.027 -1.373 5.690  0.349
C -9.737 -3.914 -4.221  -1.997
C -9.321 -3.863 -5.710  1.627
C -7.860 -4.176 -6.000  -1.656
C -10.206 -4.848 -6.459  -1.143
C -10.470 -4.431 -8.016  -0.701
C -11.046 -3.023 -8.020  -1.086
C -9.990 -2.048 -7.374  1.168
C -8.878 -1.961 -8.374  -1.681
C -10.694 -0.643 -7.202  -1.826
N -9.658 -2.417 -6.053  0.262
O -8.720 -1.557 -5.580  -0.500
H -9.811 -4.978 -3.996  0.476
H -9.056 -3.492 -3.481  0.460
H -10.757 -3.556 -4.078  0.404
H -7.567 -3.874 -7.006  0.308
H -7.145 -3.588 -5.426  0.333
H -7.528 -5.179 -5.732  0.445
H -9.671 -5.795 -6.537  0.410
H -11.209 -4.981 -6.054  0.403
H -9.482 -4.577 -8.452  0.364
H -11.233 -5.034 -8.509  0.374
H -11.986 -3.071 -7.470  0.339
H -11.238 -2.705 -9.045  0.477
H -8.400 -2.919 -8.578  0.344
H -8.115 -1.326 -7.923  0.399
H -9.243 -1.660 -9.355  0.416
H -9.918 0.068 -6.919  0.414
H -11.447 -0.572 -6.417  0.377
H -11.105 -0.255 -8.134  0.398
H -9.073 -1.479 -4.691  0.390
C 6.350 6.096 3.853  -1.536
C 7.285 4.857 3.557  1.589
C 7.913 4.326 4.849  -2.028
C 6.410 3.715 3.043  -1.345
C 5.859 3.702 1.638  -0.666
C 7.163 3.840 0.695  -1.357
C 8.007 5.140 1.033  1.334
C 9.367 5.037 0.296  -1.850
C 7.221 6.333 0.430  -1.639
N 8.223 5.185 2.493  0.424
O 9.153 6.136 3.020  -0.498
H 5.935 6.468 2.916  0.331
H 5.545 5.786 4.520  0.393
H 6.930 6.873 4.350  0.332
H 8.450 5.155 5.309  0.485
H 7.243 3.861 5.572  0.328
H 8.738 3.632 4.692  0.440
H 6.952 2.794 3.259  0.392
H 5.571 3.695 3.740  0.537
H 5.391 2.749 1.393  0.382
H 5.106 4.474 1.475  0.336
H 6.903 3.883 -0.363  0.496
H 7.892 3.033 0.621  0.441
H 9.927 4.144 0.575  0.457
H 10.071 5.862 0.404  0.365
H 9.148 4.996 -0.770  0.388
H 6.185 6.328 0.770  0.386
H 7.056 6.161 -0.634  0.432
H 7.599 7.340 0.607  0.324
H 9.879 5.600 3.346  0.326
C 0.318 1.119 -0.680  -0.768
O -0.740 0.696 -1.632  -0.324
C -2.029 1.293 -1.601  -0.779
C -3.031 0.444 -2.581  0.569
C -2.562 0.121 -3.967  -1.323
N -4.215 1.234 -2.714  -0.678
H 0.099 2.135 -0.351  0.322
H 1.204 1.275 -1.295  0.275
H 0.496 0.545 0.230  0.272
H -2.435 1.392 -0.595  0.379
H -1.914 2.300 -2.002  0.382
H -3.287 -0.413 -1.958  0.194
H -1.558 -0.292 -3.874  0.291
H -2.446 1.069 -4.493  0.372
H -3.178 -0.584 -4.525  0.390
H -4.649 1.474 -1.834  0.216
H -4.833 0.684 -3.294  0.213
C 5.595 -7.344 -2.313  -0.733
O 6.383 -6.538 -1.458  -0.384
C 5.960 -5.162 -1.408  -0.699
C 4.626 -4.870 -0.789  0.493
C 4.321 -3.350 -0.598  -1.360
N 4.305 -5.685 0.342  -0.629
H 4.795 -7.672 -1.650  0.222
H 6.106 -8.210 -2.734  0.293
H 4.934 -6.884 -3.048  0.329
H 6.715 -4.770 -0.726  0.358
H 6.091 -4.622 -2.346  0.381
H 3.866 -5.179 -1.506  0.213
H 3.643 -3.215 0.244  0.382
H 3.878 -2.978 -1.522  0.331
H 5.189 -2.751 -0.325  0.306
H 4.302 -6.676 0.150  0.243
H 5.047 -5.585 1.019  0.253

gap between HOMO and LUMO	0.3004	Eh
strongest force on any atom	0.080	hartree/bohr
HOMO level	-7.84	eV
charge	0
energy	-55255.2477	eV
SMILES	CC1(C)CCCC(C)(C)N1O.CC1(C)CCCC(C)(C)N1O.CC1(C)CCCC(C)(C)N1O.COC[C@H](C)N.COC[C@H](C)N

=====

Computed, not measured: 4 unconnected molecules or ions with the total composition C35H81BF3N3OP at a distorted geometry, with ωB97M-V/def2-TZVPD.

Each line ends with the Mulliken charge.
Cartesian coordinates (Å):
C -0.737 1.307 -0.045  -0.914
C -1.599 -0.092 -0.352  0.077
C -1.205 -0.553 -1.876  -0.392
C -1.913 -1.970 -2.361  0.064
C -1.246 -3.190 -1.494  -0.517
C -0.031 -3.997 -2.240  -0.713
C 1.072 -3.059 -3.004  0.834
C 2.448 -2.769 -2.161  -0.972
C 2.228 -2.273 -0.615  0.253
C 2.887 -0.772 -0.295  -0.165
C 4.472 -0.834 0.128  -0.838
B 4.769 0.097 1.481  0.222
C 6.316 0.653 1.512  -0.697
C 6.444 2.304 1.464  -0.002
O 6.404 2.921 2.828  -0.565
C 7.834 2.840 0.770  0.705
F 9.001 2.862 1.712  -0.289
F 8.193 2.121 -0.492  -0.266
F 7.597 4.267 0.374  -0.295
P 4.326 -1.029 2.993  0.085
C 5.590 -2.492 3.115  -0.974
C 4.552 -0.088 4.656  -0.361
C 3.628 -0.886 5.773  -0.822
H 0.080 1.434 -0.887  0.324
H -0.126 1.129 0.964  0.156
H -1.453 2.227 0.074  0.179
H -2.763 0.088 -0.214  0.221
H -1.280 -0.844 0.487  0.099
H -1.556 0.317 -2.606  0.304
H -0.030 -0.565 -1.938  -0.085
H -3.085 -1.897 -2.289  0.409
H -1.671 -2.055 -3.526  -0.354
H -0.974 -2.813 -0.394  0.192
H -2.117 -3.988 -1.323  0.293
H -0.480 -4.836 -2.961  0.319
H 0.562 -4.609 -1.407  0.272
H 0.676 -2.029 -3.391  -0.738
H 1.404 -3.665 -3.978  0.211
H 3.181 -3.696 -2.252  0.268
H 2.999 -1.871 -2.723  0.274
H 2.773 -3.025 0.120  0.337
H 1.114 -2.204 -0.264  -0.307
H 2.762 -0.057 -1.222  0.233
H 2.225 -0.339 0.599  -0.136
H 5.096 -0.365 -0.746  0.193
H 4.833 -1.925 0.354  0.235
H 4.047 1.025 1.472  -0.344
H 6.896 0.312 2.479  0.301
H 6.912 0.185 0.593  0.223
H 5.553 2.792 0.862  0.169
H 6.795 2.295 3.507  0.341
H 5.826 -2.744 4.249  0.347
H 6.561 -2.152 2.528  0.191
H 5.070 -3.415 2.574  0.236
H 5.679 -0.127 5.039  0.239
H 4.135 1.016 4.614  0.217
H 4.163 -0.964 6.818  0.261
H 2.597 -0.327 5.930  0.214
H 3.373 -1.980 5.412  0.251
C -2.748 -1.157 -8.955  -1.399
C -1.367 -0.786 -8.422  -0.380
N -1.065 -1.334 -7.097  0.199
C 0.149 -0.766 -6.501  0.287
C 1.477 -1.046 -7.197  -1.179
C -1.208 -2.783 -6.950  -0.203
C -0.362 -3.671 -7.858  -1.146
H -3.538 -0.841 -8.265  0.319
H -2.923 -0.656 -9.913  0.433
H -2.847 -2.233 -9.129  0.291
H -1.337 0.311 -8.364  0.418
H -0.618 -1.080 -9.161  0.278
H 0.225 -1.089 -5.455  -0.596
H 0.020 0.323 -6.446  0.456
H 1.826 -2.059 -7.013  0.233
H 2.247 -0.372 -6.807  0.436
H 1.427 -0.886 -8.277  0.311
H -2.261 -3.047 -7.102  0.457
H -1.015 -3.067 -5.905  -0.190
H -0.336 -3.315 -8.890  0.260
H -0.782 -4.683 -7.873  0.422
H 0.662 -3.761 -7.492  0.279
C 0.974 5.378 1.713  -1.326
C -0.502 5.484 2.091  -0.391
N -0.972 4.421 2.982  0.303
C -2.432 4.396 3.129  -0.334
C -3.097 5.596 3.795  -1.165
C -0.222 4.240 4.225  -0.669
C -0.134 5.431 5.175  -1.021
H 1.195 4.414 1.243  0.232
H 1.230 6.165 0.995  0.444
H 1.631 5.504 2.580  0.285
H -1.070 5.434 1.153  0.411
H -0.683 6.475 2.513  0.236
H -2.728 3.487 3.667  0.050
H -2.869 4.281 2.129  0.398
H -2.959 5.588 4.875  0.249
H -4.177 5.567 3.616  0.437
H -2.732 6.549 3.406  0.263
H 0.799 3.930 3.974  0.382
H -0.629 3.381 4.778  0.343
H 0.059 6.372 4.655  0.238
H 0.689 5.275 5.882  0.386
H -1.042 5.539 5.770  0.275
C -6.951 -3.393 3.965  -1.410
C -5.993 -2.214 4.113  -0.320
N -5.172 -1.952 2.927  0.144
C -4.094 -0.989 3.174  -0.606
C -4.489 0.441 3.527  -0.749
C -5.896 -1.764 1.670  -0.506
C -6.913 -0.628 1.605  -0.992
H -6.413 -4.312 3.710  0.321
H -7.477 -3.566 4.910  0.431
H -7.713 -3.211 3.199  0.292
H -5.329 -2.453 4.954  0.426
H -6.568 -1.333 4.409  0.260
H -3.423 -0.964 2.306  0.033
H -3.474 -1.379 3.992  0.458
H -4.825 0.997 2.654  0.208
H -3.621 0.976 3.926  0.259
H -5.272 0.485 4.288  0.300
H -6.414 -2.697 1.422  0.387
H -5.176 -1.636 0.848  0.137
H -7.530 -0.563 2.504  0.243
H -7.588 -0.789 0.757  0.388
H -6.429 0.337 1.441  0.276

gap between HOMO and LUMO	0.2189	Eh
strongest force on any atom	0.093	hartree/bohr
HOMO level	-3.71	eV
charge	-1
energy	-62237.2535	eV

=====

no.,LUMO energy (eV)
1,0.338
2,2.245